The following is a DFT calculation (ωB97M-V with the def2-TZVPD basis set) of C37H37N7O2Rb as an isolated structure.

```
! wB97M-V def2-TZVPD RIJCOSX def2/J DEFGRID3
* xyz -1 1
H 0.2590 -2.7576 -2.1829
N 0.9645 1.6002 -2.3756
H -1.3053 4.6303 -2.0518
C -3.3172 -3.6681 3.3495
C -1.9284 -0.4559 -2.0932
H -4.3001 -3.7731 2.9047
C 4.1976 -0.9230 -0.8532
C -2.0935 0.2985 -3.4007
C 3.3478 -1.8463 -1.7273
C -0.4547 3.3660 0.0886
H 2.2600 2.9249 5.1089
H 2.8059 1.6622 -1.4606
H -4.6458 -1.2061 3.8121
H -1.3354 -5.1253 5.6829
H 0.2786 0.3262 -5.4015
H 1.2721 -4.0928 -4.0072
N 0.2622 2.9828 1.1173
H 4.5408 3.6243 4.3229
H 4.9797 1.2161 0.3155
H -0.8891 -0.8230 -2.0390
C 2.2399 0.3825 -4.5184
C 2.2809 1.3752 -2.3650
H 2.2359 4.9578 -0.6485
N -1.9779 -1.2361 1.0082
H -1.8593 -0.3732 -4.2341
H 4.0322 0.5990 -3.3198
C 1.3290 -2.7159 -2.3634
C -2.4772 -2.6450 2.9170
H -3.1380 0.6046 -3.5069
N 0.2234 4.2140 -0.7184
H -4.2968 -1.3248 -0.4324
N 2.6335 0.7834 2.5398
H -8.0108 -0.1684 1.3764
C -5.0873 -1.0795 2.8303
C 0.2684 1.2410 -3.4588
Rb 0.6270 -0.0055 0.3654
H 5.3205 -0.1426 1.3320
H 0.2235 4.1525 -2.8078
H -2.2465 -0.2451 -0.1572
C 4.0017 2.8252 3.8277
H 2.7279 -0.1133 -5.3489
H -1.4599 3.0375 -0.1334
C -4.3152 -1.3308 1.6976
H 1.1153 1.0953 3.8873
H 2.2849 3.4579 1.6570
H -6.6626 -0.6207 -0.6523
H -1.4516 2.1220 -4.3607
C 4.4811 0.4514 0.9331
H -3.5713 -5.3603 4.6439
H -1.4265 2.1644 -2.5933
C -0.8099 -3.4119 4.4946
C -2.8434 -1.6949 1.7872
O -2.2374 0.3739 -1.0112
C 3.8376 1.1535 2.1052
H 0.0436 5.7764 -2.0870
C 2.9691 0.7800 -3.4093
C 2.1060 1.4208 3.5864
C 1.4839 3.5886 0.9491
H -2.5663 -1.3530 -2.1069
C -2.9084 -4.5615 4.3323
C 1.4809 4.3471 -0.1836
O 5.3991 -0.7953 -1.2061
C 3.2680 -3.3909 -3.5577
C 1.8944 -3.4669 -3.3811
C -1.6550 -4.4335 4.9128
C 0.8765 0.6193 -4.5469
H 5.5232 2.4596 2.3550
N 2.0263 -1.9212 -1.5537
H 3.7568 -3.9636 -4.3376
H 5.0737 -2.4528 -2.8020
H 0.1720 -3.3041 4.9399
C -1.2185 -2.5345 3.5031
C -4.9040 -1.1555 0.4476
H -6.9823 -0.4506 3.6132
C 4.5484 2.1813 2.7370
C -6.2237 -0.7483 0.3304
C -6.9814 -0.4938 1.4670
H -0.5627 -1.7504 3.1458
C 4.0029 -2.5722 -2.7213
C -1.2089 1.5450 -3.4622
C 2.7410 2.4419 4.2693
C -6.4053 -0.6560 2.7190
C -0.2227 4.7240 -1.9942
N 3.5836 -0.3632 0.1606
*
```

## Properties
M in g mol⁻¹: 697.218
Lowest unoccupied orbital energy in eV: 2.08
HOMO-LUMO gap in eV: 6.13
Energy above the lowest of the compared OMol25 structures with the same formula, charge and spin in kJ/mol: 4.4
DFT total energy in Ha: -1990.0988

Which charges does Mulliken predict for the atoms? In e, they are: number 1, H, carries 0.54; number 2, N, carries 0.54; number 3, H, carries 0.36; number 4, C, carries -0.12; number 5, C, carries 0.73; number 6, H, carries 0.44; number 7, C, carries -0.22; number 8, C, carries -1.09; number 9, C, carries 0.54; number 10, C, carries -0.20; number 11, H, carries 0.37; number 12, H, carries 0.39; number 13, H, carries 0.45; number 14, H, carries 0.36; number 15, H, carries 0.47; number 16, H, carries 0.42; number 17, N, carries -0.46; number 18, H, carries 0.38; number 19, H, carries 0.32; number 20, H, carries -0.72; number 21, C, carries -0.59; number 22, C, carries -0.38; number 23, H, carries 0.43; number 24, N, carries -0.24; number 25, H, carries 0.42; number 26, H, carries 0.47; number 27, C, carries -0.25; number 28, C, carries 0.11; number 29, H, carries 0.44; number 30, N, carries 0.29; number 31, H, carries 0.19; number 32, N, carries -0.15; number 33, H, carries 0.36; number 34, C, carries -0.12; number 35, C, carries 0.39; number 36, Rb, carries 0.55; number 37, H, carries 0.45; number 38, H, carries 0.26; number 39, H, carries 0.19; number 40, C, carries -0.46; number 41, H, carries 0.42; number 42, H, carries 0.51; number 43, C, carries 0.44; number 44, H, carries 0.34; number 45, H, carries 0.24; number 46, H, carries 0.37; number 47, H, carries 0.43; number 48, C, carries -1.17; number 49, H, carries 0.36; number 50, H, carries -0.06; number 51, C, carries -0.60; number 52, C, carries -0.50; number 53, O, carries -0.44; number 54, C, carries 0.75; number 55, H, carries 0.36; number 56, C, carries -0.81; number 57, C, carries -0.11; number 58, C, carries 0.09; number 59, H, carries 0.56; number 60, C, carries -0.71; number 61, C, carries -0.83; number 62, O, carries -0.88; number 63, C, carries -0.32; number 64, C, carries -1.02; number 65, C, carries -0.37; number 66, C, carries -0.75; number 67, H, carries 0.41; number 68, N, carries 0.25; number 69, H, carries 0.40; number 70, H, carries 0.46; number 71, H, carries 0.38; number 72, C, carries -0.48; number 73, C, carries -0.13; number 74, H, carries 0.36; number 75, C, carries -0.64; number 76, C, carries -0.72; number 77, C, carries -0.34; number 78, H, carries 0.44; number 79, C, carries -0.61; number 80, C, carries -0.63; number 81, C, carries -0.65; number 82, C, carries -0.71; number 83, C, carries -0.90; number 84, N, carries -0.04

---

The following is a DFT calculation (ωB97M-V with the def2-TZVPD basis set) of C37H38AsBN6OSTi as an isolated structure in a non-equilibrium geometry.

```
! wB97M-V def2-TZVPD RIJCOSX def2/J DEFGRID3
* xyz -1 2
H 2.7181 4.1819 -1.9655
Ti 0.2134 -1.3615 0.4311
H 4.8292 0.1347 0.9134
H 2.9637 -3.8918 4.2091
H 1.6718 1.8108 2.1999
C -3.3124 0.7549 -1.1516
C -2.1834 -0.8816 2.6103
C 1.7224 -2.5652 2.9191
C 1.9602 -2.1780 -2.2083
H -3.7427 0.1351 1.5476
N 1.0762 -2.7573 1.7759
H -1.6954 -6.2211 -0.2266
C -3.3370 3.1216 -0.7239
H -5.1337 -2.7177 4.4343
H 2.3017 -5.6926 2.2330
N -0.8202 -4.3476 0.1479
C 2.7084 0.5319 0.8128
H 2.6055 -3.3211 -4.0080
H -3.8726 4.0295 -0.4745
N 1.4385 -2.5438 -1.0442
C 0.1340 4.9573 -4.7959
H 3.7435 5.7897 -0.4122
H 2.8984 5.9899 1.9084
C 2.9150 5.1755 -0.0799
H 0.0136 2.9310 1.1072
H 1.0434 4.5335 2.6628
O 1.5213 -0.1571 0.5803
H 1.7263 -5.4183 -2.4626
H 2.1369 -1.1320 -2.4061
H 0.2292 1.1188 -4.4509
C -4.0053 1.9081 -0.8208
H -3.8353 -0.1906 -1.2305
H 1.6883 -1.5985 3.3958
C 2.3320 4.2706 -0.9555
As 0.6446 2.0103 -1.7212
C 2.3652 -3.7367 3.3291
H -2.7767 -3.2105 5.0348
C 0.3835 2.9905 -3.4145
C 3.8973 -0.4182 0.7692
H 0.9078 -5.8121 0.0518
C 0.3301 4.3741 -3.5502
C -1.9703 3.1575 -0.9591
H -1.4495 4.1074 -0.9109
C -1.8565 -5.1676 -0.0695
C -3.5276 -0.6099 2.3077
H -5.0724 1.8581 -0.6361
N 1.2832 -4.0447 1.4271
C 2.4464 5.2835 1.2233
H 3.8134 -1.1762 1.5514
N 1.3096 -3.8874 -1.0812
C -3.0168 -4.4203 -0.0178
C -1.9328 0.7720 -1.3892
H 2.7173 0.6126 2.9820
H 0.0988 6.0369 -4.8835
N -1.2555 -3.0788 0.3287
H -0.1330 2.1504 -6.6641
H -0.1814 4.6175 -6.8927
C -1.0817 -0.2346 1.8800
S -1.0766 -0.7178 -1.7897
H 0.4276 5.0091 -2.6776
C -2.9975 -2.4803 4.2636
C 1.2584 3.4727 -0.5575
H -5.5954 -1.0227 2.6750
H -3.1518 -2.2150 0.3389
C 1.7553 -4.3623 -2.2510
H -0.2976 0.0841 2.5764
C 0.8180 3.5708 0.7613
C -4.5725 -1.2606 2.9473
C 2.6289 1.2933 2.1305
C 1.4023 4.4715 1.6427
B 0.6872 -4.6316 0.1259
C 2.0527 -4.6502 2.3405
H 3.4282 2.0354 2.1952
C -0.0252 4.1624 -5.9223
C -1.9566 -1.8350 3.6172
C 0.0081 2.7804 -5.7942
H 3.9368 -0.9313 -0.1925
H 2.8406 1.2693 0.0080
C 0.2190 2.1993 -4.5513
C -1.2652 2.0018 -1.2754
C 2.1922 -3.2957 -3.0151
C -4.3212 -2.2060 3.9336
H -4.0298 -4.7590 -0.1446
C -2.5765 -3.1181 0.2291
H -0.9329 -2.0816 3.8784
H -1.4523 0.6438 1.3405
*
```

## Properties
M in g mol⁻¹: 748.420
Lowest unoccupied orbital energy (spin up / spin down) in eV: 2.60 / 2.60
HOMO-LUMO gap (spin up / spin down) in eV: 6.51 / 6.70
Energy above the lowest of the compared OMol25 structures with the same formula, charge and spin in kJ/mol: 28.9
DFT total energy in Ha: -5345.0353
Expectation value of S²: 0.75

Which charges does Mulliken predict for the atoms? In e, they are: number 1, H, carries 0.50; number 2, Ti, carries -0.11; number 3, H, carries 0.48; number 4, H, carries 0.42; number 5, H, carries 0.15; number 6, C, carries -0.46; number 7, C, carries 0.21; number 8, C, carries -0.65; number 9, C, carries -0.41; number 10, H, carries 0.46; number 11, N, carries 1.40; number 12, H, carries 0.43; number 13, C, carries -0.88; number 14, H, carries 0.37; number 15, H, carries 0.43; number 16, N, carries -0.12; number 17, C, carries 1.02; number 18, H, carries 0.43; number 19, H, carries 0.39; number 20, N, carries 0.91; number 21, C, carries -0.70; number 22, H, carries 0.40; number 23, H, carries 0.36; number 24, C, carries -0.67; number 25, H, carries 0.38; number 26, H, carries 0.40; number 27, O, carries 0.04; number 28, H, carries 0.42; number 29, H, carries 0.39; number 30, H, carries 0.32; number 31, C, carries -0.44; number 32, H, carries 0.32; number 33, H, carries 0.55; number 34, C, carries -0.76; number 35, As, carries 0.86; number 36, C, carries -1.31; number 37, H, carries 0.37; number 38, C, carries 0.06; number 39, C, carries -1.48; number 40, H, carries -0.16; number 41, C, carries -0.20; number 42, C, carries -0.12; number 43, H, carries 0.33; number 44, C, carries -0.10; number 45, C, carries 0.04; number 46, H, carries 0.40; number 47, N, carries -0.30; number 48, C, carries -0.53; number 49, H, carries 0.21; number 50, N, carries -0.25; number 51, C, carries -1.43; number 52, C, carries 0.14; number 53, H, carries 0.29; number 54, H, carries 0.38; number 55, N, carries 0.83; number 56, H, carries 0.39; number 57, H, carries 0.35; number 58, C, carries -0.46; number 59, S, carries -0.62; number 60, H, carries 0.30; number 61, C, carries -0.79; number 62, C, carries -0.11; number 63, H, carries 0.37; number 64, H, carries 0.34; number 65, C, carries -0.11; number 66, H, carries 0.34; number 67, C, carries -0.53; number 68, C, carries -0.63; number 69, C, carries -1.24; number 70, C, carries -0.31; number 71, B, carries 0.14; number 72, C, carries -0.28; number 73, H, carries 0.36; number 74, C, carries -0.43; number 75, C, carries -0.31; number 76, C, carries -0.66; number 77, H, carries 0.26; number 78, H, carries 0.01; number 79, C, carries -0.27; number 80, C, carries 0.24; number 81, C, carries -1.25; number 82, C, carries -0.44; number 83, H, carries 0.43; number 84, C, carries -0.33; number 85, H, carries 0.28; number 86, H, carries -0.06

---

The following is a DFT calculation (ωB97M-V with the def2-TZVPD basis set) of C37H38AuCl4N3O2P2 as an isolated structure.

```
! wB97M-V def2-TZVPD RIJCOSX def2/J DEFGRID3
* xyz 0 3
Cl 3.0486 1.8835 -4.6809
C -1.2494 -3.7235 4.6154
O 1.6820 2.9892 0.0445
H -2.2685 -3.4156 4.8101
C 3.3212 -3.2121 -0.0286
C -3.7779 1.6147 -3.8702
H -2.3140 2.9483 2.3155
C -0.4738 -2.9516 3.7160
H -5.2453 2.1402 -5.3416
H 2.9378 -3.6498 0.8928
H -0.9470 3.7972 3.0414
C -3.3264 1.7924 -2.5659
H -6.5031 3.6277 -3.8154
N 1.6085 -2.6210 2.5647
C 3.8721 4.8701 -2.0878
C -1.7334 -0.2000 -2.7188
H -1.2875 -5.4071 5.9015
C -0.2658 -1.1680 2.3085
H 1.0615 -6.0620 5.4324
H 4.0329 -0.9280 -1.4779
C -1.1567 -2.6826 -3.8572
H 0.3979 -1.9484 -1.4257
C 0.8599 1.8098 3.1370
H 3.8860 -1.3344 2.0782
C 3.0961 2.9027 -3.2915
Cl 4.8297 6.2985 -2.0875
H -1.0979 2.0694 4.9866
C 0.6464 -5.1876 4.9482
H -2.9653 -3.3575 -2.9152
C 1.4129 -4.4594 4.0904
H -3.1943 1.0381 1.1628
C -2.0633 1.1225 -2.0756
C -4.0370 2.6356 -1.7162
H 1.2614 -3.4275 -1.8402
C -5.6164 3.1137 -3.4658
H 1.3016 0.8784 3.5066
H 1.3727 2.1199 2.2237
C -0.6509 1.6662 2.9265
P 2.0459 -0.7382 0.6296
H -0.9353 -3.6449 -4.3026
H -3.6659 2.7846 -0.7097
H 3.3979 -4.0025 -0.7806
H -0.9636 0.3438 4.6413
P -0.9377 0.3890 1.6062
C -2.7247 0.1202 1.5118
H -2.9102 -0.6599 0.7731
H 0.5816 -1.7212 -4.6721
Au 0.3675 0.8251 -0.3247
C 3.1185 -1.4456 -1.7802
H 3.5244 0.4120 2.1562
C -0.5903 -0.3681 -3.4941
H 1.0349 2.5754 3.8969
H 0.0839 0.4660 -3.6396
C -0.3087 -1.6038 -4.0659
C 1.0820 -2.7080 -1.0371
C 3.1451 4.5256 -0.9852
H 2.4395 -4.7233 3.8704
N -1.4052 1.6673 -1.1486
C -5.1770 3.2875 -2.1585
N -1.0091 -1.8436 3.1447
H 0.5848 -3.2380 -0.2203
C 2.4169 -2.1109 -0.5890
C 3.8514 4.0438 -3.2593
C -0.6983 -4.8160 5.2126
C 3.6222 -0.4510 1.4980
H 4.3997 -0.2359 0.7658
C 2.3075 2.4980 -2.1714
H -0.8282 3.2029 1.3803
Cl 4.7932 4.5000 -4.6204
H 3.4069 -2.2259 -2.4906
C -2.5901 -1.2823 -2.5263
H -3.2387 0.9551 -4.5403
O 1.6115 1.4489 -2.2062
C -1.2244 2.9777 2.3734
C 0.8587 -3.3231 3.4489
H -3.4926 -1.1488 -1.9388
C -1.3243 1.2948 4.2484
C -4.9117 2.2792 -4.3208
H 2.4741 -0.7310 -2.2942
H 4.3306 -2.8402 0.1599
C 1.0648 -1.5939 1.9667
C -2.2975 -2.5207 -3.0794
H -3.1247 -0.1909 2.4745
H -5.7233 3.9360 -1.4848
H -2.4097 1.2364 4.1545
C 2.3372 3.3330 -0.9570
Cl 3.1547 5.4839 0.4435
*
```

## Properties
M in g mol⁻¹: 957.457
Lowest unoccupied orbital energy (spin up / spin down) in eV: -1.13 / -1.13
HOMO-LUMO gap (spin up / spin down) in eV: 5.34 / 6.48
Energy above the lowest of the compared OMol25 structures with the same formula, charge and spin in kJ/mol: 25.4
DFT total energy in Ha: -4406.6429
Expectation value of S²: 2.03

Which charges does Mulliken predict for the atoms? In e, they are: number 1, Cl, carries -0.20; number 2, C, carries -0.48; number 3, O, carries -0.62; number 4, H, carries 0.47; number 5, C, carries -1.71; number 6, C, carries -0.29; number 7, H, carries 0.39; number 8, C, carries 0.22; number 9, H, carries 0.38; number 10, H, carries 0.22; number 11, H, carries 0.49; number 12, C, carries 0.10; number 13, H, carries 0.38; number 14, N, carries -0.11; number 15, C, carries 0.40; number 16, C, carries 0.05; number 17, H, carries 0.40; number 18, C, carries 0.01; number 19, H, carries 0.40; number 20, H, carries 0.33; number 21, C, carries -0.45; number 22, H, carries 0.20; number 23, C, carries -1.37; number 24, H, carries 0.47; number 25, C, carries -0.18; number 26, Cl, carries -0.19; number 27, H, carries 0.49; number 28, C, carries -0.56; number 29, H, carries 0.41; number 30, C, carries -0.55; number 31, H, carries 0.23; number 32, C, carries 0.07; number 33, C, carries -0.17; number 34, H, carries 0.62; number 35, C, carries -0.37; number 36, H, carries 0.27; number 37, H, carries 0.03; number 38, C, carries 1.77; number 39, P, carries 0.76; number 40, H, carries 0.43; number 41, H, carries 0.41; number 42, H, carries 0.53; number 43, H, carries 0.34; number 44, P, carries 0.36; number 45, C, carries -1.35; number 46, H, carries 0.39; number 47, H, carries 0.40; number 48, Au, carries 2.90; number 49, C, carries -1.70; number 50, H, carries 0.36; number 51, C, carries 0.16; number 52, H, carries 0.62; number 53, H, carries 0.43; number 54, C, carries -0.61; number 55, C, carries -2.05; number 56, C, carries 0.12; number 57, H, carries 0.46; number 58, N, carries -0.78; number 59, C, carries -0.68; number 60, N, carries -0.31; number 61, H, carries 0.28; number 62, C, carries 2.08; number 63, C, carries 0.56; number 64, C, carries -0.53; number 65, C, carries -1.73; number 66, H, carries 0.43; number 67, C, carries -0.63; number 68, H, carries 0.25; number 69, Cl, carries -0.20; number 70, H, carries 0.57; number 71, C, carries -0.19; number 72, H, carries 0.38; number 73, O, carries -0.20; number 74, C, carries -1.81; number 75, C, carries 0.18; number 76, H, carries 0.57; number 77, C, carries -1.82; number 78, C, carries -0.77; number 79, H, carries 0.13; number 80, H, carries 0.37; number 81, C, carries -0.52; number 82, C, carries -0.91; number 83, H, carries 0.48; number 84, H, carries 0.40; number 85, H, carries 0.35; number 86, C, carries -0.26; number 87, Cl, carries -0.20